1.
Molecular formula: C10H16Cl3NO3W
Method: DFT, the ωB97M-V functional and the def2-TZVPD basis

The value obtained for the total energy is -2118.6227 a.u. Its frontier orbital gap (alpha / beta) is 3.778 / 3.802 eV. The charge is 0. The calculation puts the LUMO energy (alpha / beta) at -3.716 / -3.713 eV. The molar mass comes out at 488.44 g/mol.

Each line ends with the natural charge from an NBO analysis.
Cartesian coordinates (Å):
C  0.658  1.210  -0.617  -0.02
C  2.836  -0.212  -0.786  -0.65
H  -0.056  -3.166  -0.962  0.27
H  0.305  1.937  2.596  0.50
Cl  -2.448  -0.376  1.611  0.01
H  0.614  3.247  0.029  0.27
N  0.698  0.114  4.346  0.26
H  0.782  -2.614  -2.409  0.25
H  -2.055  2.281  -1.846  0.24
H  1.675  -2.795  -0.902  0.24
H  2.209  2.498  0.116  0.24
O  0.955  0.097  5.534  -0.39
H  -1.569  2.839  -0.235  0.25
C  0.397  -1.056  -0.998  0.00
C  -0.762  0.948  -0.804  -0.02
H  -2.234  -2.168  -0.864  0.29
C  -0.902  -0.479  -1.035  -0.08
H  -3.042  -0.622  -1.113  0.25
C  0.715  -2.483  -1.327  -0.66
H  3.200  -0.287  -1.819  0.26
Cl  0.501  -2.253  1.582  -0.11
H  -2.768  1.554  -0.398  0.25
Cl  -3.537  -3.710  1.540  -0.74
H  -2.186  -1.391  -2.459  0.24
W  -0.233  -0.122  1.070  1.52
C  -2.159  -1.204  -1.386  -0.66
C  -1.842  1.955  -0.821  -0.67
C  1.286  2.548  -0.475  -0.65
H  3.143  -1.130  -0.276  0.25
H  3.361  0.630  -0.324  0.24
O  -0.237  1.887  1.777  -0.92
C  1.353  -0.035  -0.747  -0.04
H  1.553  2.978  -1.450  0.25
O  -0.211  -0.623  3.854  -0.47

***

2.
Molecular formula: C10H16ClF6N4O6PS2
Method: DFT, the ωB97M-V functional and the def2-TZVPD basis

The value obtained for the total energy is -3258.1563 a.u. Its frontier orbital gap is 8.500 eV. The charge is 0. The calculation puts the LUMO energy at -0.590 eV. The molar mass comes out at 532.81 g/mol.

Each line ends with the natural charge from an NBO analysis.
Cartesian coordinates (Å):
O  0.782  -0.400  3.316  -1.09
H  -1.614  -2.983  -0.688  0.25
H  2.231  -1.099  1.072  0.23
H  2.594  -0.541  -0.542  0.27
F  -0.820  5.764  0.028  -0.30
S  0.822  3.738  -0.330  2.26
O  -4.012  0.296  1.313  -0.43
C  -1.001  -1.154  1.391  -0.03
C  0.425  3.763  -4.403  0.72
Cl  0.608  -2.189  -2.040  0.03
F  0.228  5.081  -4.479  -0.31
O  1.913  4.536  0.137  -0.91
P  0.049  0.181  2.165  1.49
H  -0.858  1.220  2.458  -0.04
N  -0.157  -2.129  0.613  -0.41
C  0.695  -1.425  -0.445  -0.04
C  -1.853  -3.927  1.227  -0.24
H  3.789  -2.677  0.482  0.23
H  0.504  -2.501  1.303  0.45
N  -2.488  -2.989  2.127  -0.60
F  -0.776  3.170  -4.366  -0.32
H  -1.300  -4.705  1.757  0.20
O  1.524  1.889  -2.952  -0.96
H  -2.082  -1.284  3.293  0.24
O  0.793  2.369  0.143  -1.02
S  1.427  3.326  -2.926  2.24
F  -1.790  3.832  0.044  -0.33
H  2.336  -3.533  0.019  0.18
C  2.959  -2.667  -0.221  -0.61
C  -0.680  4.498  0.405  0.71
H  -0.754  -2.406  3.099  0.23
H  -2.655  -4.433  0.692  0.23
O  2.652  4.052  -3.071  -0.92
H  -3.361  -2.635  1.763  0.37
H  -0.268  -4.056  -0.213  0.24
H  3.327  -2.726  -1.238  0.24
H  0.918  0.665  1.186  0.01
H  0.364  -0.400  -0.589  0.28
N  -1.996  -0.633  0.464  -0.62
F  1.051  3.367  -5.510  -0.31
N  0.418  3.900  -1.838  -1.22
C  -1.604  -1.954  2.579  -0.27
F  -0.602  4.460  1.741  -0.32
C  -0.965  -3.294  0.121  -0.25
C  2.162  -1.373  0.016  -0.46
C  -2.990  -0.079  0.925  0.90

***

3.
Molecular formula: C10H16ClNO2S2
Method: DFT, the ωB97M-V functional and the def2-TZVPD basis

The value obtained for the total energy is -1852.4274 a.u. Its frontier orbital gap is 9.559 eV. The structure (SMILES) is CCCCCCNS(=O)(=O)c1ccc(Cl)s1. The charge is 0. The energy above the lowest of the compared OMol25 structures with the same formula, charge and spin comes out at 0.0 kcal per mole. The calculation puts the LUMO energy at 0.226 eV. The molar mass comes out at 281.83 g/mol.

Each line ends with the natural charge from an NBO analysis.
Cartesian coordinates (Å):
C  -1.238  2.275  -0.489  -0.20
C  0.978  -1.465  -1.722  -0.41
C  1.401  -0.647  -2.937  -0.60
C  -0.997  3.663  -0.423  -0.29
H  0.905  -2.518  -2.004  0.19
H  2.973  -1.609  -0.945  0.20
C  -1.464  4.204  0.739  -0.24
H  0.755  -0.317  2.589  0.20
C  0.275  -1.951  1.241  -0.42
H  2.419  -2.014  1.404  0.20
C  -1.878  1.800  0.614  -0.57
O  -2.083  -0.624  -0.252  -0.94
O  -3.652  0.088  1.515  -0.93
H  1.723  -3.240  0.345  0.21
H  -1.661  -0.899  2.818  0.41
C  1.659  -2.190  0.637  -0.39
H  -0.494  -2.155  0.497  0.23
C  1.983  -1.321  -0.580  -0.39
C  0.084  -0.522  1.748  -0.23
H  1.485  0.407  -2.679  0.19
N  -1.271  -0.232  2.170  -0.86
H  2.045  -0.273  -0.283  0.19
H  0.295  0.193  0.952  0.21
H  0.129  -2.643  2.075  0.20
H  -0.509  4.232  -1.192  0.24
S  -2.211  3.021  1.773  0.53
Cl  -1.370  5.838  1.202  0.07
S  -2.343  0.123  0.945  2.33
H  -0.966  1.644  -1.314  0.25
H  2.367  -0.982  -3.311  0.20
H  0.670  -0.747  -3.736  0.21
H  -0.011  -1.138  -1.398  0.22

***

4.
Molecular formula: C10H16N10Pt
Method: DFT, the ωB97M-V functional and the def2-TZVPD basis

The value obtained for the total energy is -1057.0505 a.u. Its frontier orbital gap is 8.081 eV. The charge is +2. The energy above the lowest of the compared OMol25 structures with the same formula, charge and spin comes out at 0.0 kcal per mole. The calculation puts the LUMO energy at -6.901 eV. The molar mass comes out at 471.39 g/mol.

Each line ends with the natural charge from an NBO analysis.
Cartesian coordinates (Å):
C  0.728  -1.464  3.776  0.03
C  3.434  -0.921  0.717  0.30
H  6.007  -0.847  -0.883  0.46
H  0.588  3.870  -1.888  0.43
H  -4.260  1.903  -0.396  0.22
N  2.906  -0.723  -0.531  -0.53
Pt  0.900  -0.589  -0.697  1.02
H  -2.321  2.273  -1.185  0.43
C  2.517  -1.092  1.850  0.10
H  -3.906  -1.890  -1.391  0.23
C  2.909  -1.312  3.158  0.06
N  -1.577  1.596  -1.168  -0.60
H  1.609  1.874  -1.519  0.40
N  0.756  1.365  -1.334  -0.79
C  3.959  -0.670  -1.337  0.24
N  1.222  -1.030  1.512  -0.45
H  -1.116  3.964  -1.773  0.42
H  -0.723  -1.135  2.203  0.22
H  -0.002  -1.646  4.554  0.24
H  -5.246  0.676  -1.174  0.26
C  0.322  -1.206  2.474  0.02
N  -1.069  -0.661  -0.866  -0.79
H  -3.141  -1.740  0.214  0.21
C  -1.966  0.289  -0.943  0.66
N  5.041  -0.817  -0.587  -0.30
C  -4.259  1.125  -1.162  -0.44
N  -0.281  3.412  -1.673  -0.77
H  3.959  -1.321  3.426  0.24
N  4.733  -0.979  0.723  -0.18
H  -4.762  -1.132  -0.038  0.24
H  3.956  -0.535  -2.406  0.26
C  -3.792  -1.255  -0.511  -0.42
H  -1.458  -1.593  -0.845  0.41
H  -4.092  1.557  -2.150  0.22
N  -3.279  0.072  -0.866  -0.37
N  2.012  -1.511  4.121  -0.30
C  -0.308  2.096  -1.405  0.65

***

5.
Molecular formula: C10H16N2O6S2
Method: DFT, the ωB97M-V functional and the def2-TZVPD basis

The value obtained for the total energy is -1747.7936 a.u. Its frontier orbital gap is 9.315 eV. The structure (SMILES) is CC(=O)N[C@@H](CSSC[C@H](NC(C)=O)C(=O)O)C(=O)O. The charge is 0. The calculation puts the LUMO energy at -0.025 eV. The molar mass comes out at 324.38 g/mol.

Each line ends with the natural charge from an NBO analysis.
Cartesian coordinates (Å):
O  -3.382  1.696  1.085  -0.65
H  -3.668  -1.654  -0.949  0.44
O  -0.541  -2.245  -0.320  -0.66
H  4.173  -0.202  0.342  0.50
H  1.393  0.404  -1.497  0.26
O  3.284  -0.610  1.883  -0.77
H  -0.974  0.212  -1.730  0.23
C  2.311  -1.239  1.259  0.63
C  -1.720  -2.440  -0.613  0.73
C  -2.389  -0.166  -0.010  -0.14
S  -0.896  2.388  -0.547  0.18
C  2.166  0.346  -0.694  -0.13
H  0.898  -1.592  -0.025  0.48
H  -2.941  -3.626  -2.098  0.24
C  3.395  0.185  -1.171  0.67
C  -3.684  0.512  0.567  0.76
C  -2.453  -3.706  -1.019  -0.70
H  2.406  -2.799  2.339  0.22
H  1.226  -1.793  2.971  0.22
O  3.617  0.385  -2.390  -0.58
H  0.889  -2.802  1.729  0.19
H  -1.714  -4.290  -1.093  0.22
N  1.715  -0.864  0.319  -0.57
N  -2.663  -1.415  -0.572  -0.64
H  2.141  2.244  -0.443  0.24
C  1.865  1.515  0.277  -0.63
H  -1.604  -0.144  0.799  0.25
O  4.501  0.148  -0.529  -0.61
C  -1.708  0.927  -1.157  -0.63
S  0.277  1.721  0.811  0.18
C  1.660  -2.184  2.213  -0.64
H  -2.342  0.841  -2.056  0.26
H  -3.336  -4.129  -0.463  0.25
O  -4.721  0.322  -0.055  -0.59
H  2.597  1.517  1.069  0.29
H  -4.096  2.106  1.420  0.49

***

6.
Molecular formula: C10H16N2PPbSe
Method: DFT, the ωB97M-V functional and the def2-TZVPD basis

The value obtained for the total energy is -3435.4312 a.u. Its frontier orbital gap is 7.600 eV. The charge is +1. The energy above the lowest of the compared OMol25 structures with the same formula, charge and spin comes out at 47.1 kcal per mole. The calculation puts the LUMO energy at -3.196 eV. The molar mass comes out at 481.39 g/mol.

Each line ends with the natural charge from an NBO analysis.
Cartesian coordinates (Å):
C  1.003  3.021  1.174  -0.38
P  -1.581  0.035  -1.747  -0.05
H  -1.172  2.435  0.491  0.30
C  -0.265  2.995  0.094  -0.50
H  -2.117  -1.048  2.048  0.25
C  0.318  -3.806  -0.095  -0.06
H  2.462  -1.186  0.419  0.24
H  1.069  2.672  2.226  0.28
C  1.977  3.939  0.474  -0.23
H  -0.569  4.518  -1.534  0.25
H  1.980  5.175  -1.468  0.28
C  -0.937  -3.752  0.434  -0.06
H  2.906  -2.888  -0.142  0.24
C  1.583  4.326  -0.897  -0.46
C  -2.343  -2.033  1.621  -0.42
H  -2.774  -0.653  -1.347  0.03
H  2.839  4.478  0.899  0.26
Se  -0.018  0.136  1.236  -0.30
Pb  1.451  1.761  -0.915  1.14
C  2.203  -2.023  -0.298  -0.42
H  -2.303  0.864  -2.719  0.03
N  0.864  -2.509  0.062  -0.38
N  -1.157  -2.465  0.901  -0.36
H  2.228  -1.663  -1.376  0.22
H  -2.525  -2.737  2.451  0.23
H  0.930  -4.605  -0.540  0.25
H  -1.679  -4.515  0.517  0.25
C  -0.054  -1.673  0.671  0.27
H  -1.234  -0.914  -2.730  0.01
H  -3.210  -1.926  0.946  0.22
C  0.125  4.042  -0.856  -0.16

***

7.
Molecular formula: C10H16N3
Method: DFT, the ωB97M-V functional and the def2-TZVPD basis

The value obtained for the total energy is -554.4926 a.u. Its frontier orbital gap (alpha / beta) is 6.835 / 7.819 eV. The charge is +1. The energy above the lowest of the compared OMol25 structures with the same formula, charge and spin comes out at 118.8 kcal per mole. The calculation puts the LUMO energy (alpha / beta) at -6.286 / -5.752 eV. The molar mass comes out at 178.26 g/mol.

Each line ends with the natural charge from an NBO analysis.
Cartesian coordinates (Å):
C  0.412  1.368  -1.341  -0.62
H  -1.996  -0.268  3.430  0.24
H  0.345  1.399  -0.204  0.21
H  0.186  2.402  -1.518  0.25
H  1.525  1.262  -1.485  0.23
H  -2.517  -0.126  -2.260  0.22
N  -0.018  -0.088  2.563  -0.39
C  2.031  -1.013  2.837  -0.05
C  -0.222  0.112  -3.447  -0.58
H  -2.202  0.215  -0.679  0.20
N  2.368  -1.615  -1.048  -0.29
H  2.928  -1.561  3.104  0.26
C  0.484  -0.389  1.372  0.48
H  0.920  0.220  -3.515  0.22
H  -1.003  1.253  3.643  0.23
H  -2.350  1.505  -1.854  0.24
C  -0.455  0.277  -1.891  -0.12
C  -1.266  0.522  2.970  -0.40
H  -0.488  -0.906  -3.754  0.23
H  2.243  -1.212  0.564  0.47
N  1.732  -0.812  1.482  -0.58
C  -1.955  0.487  -1.662  -0.61
H  -0.910  -1.670  -1.056  0.24
H  0.576  -0.401  4.550  0.25
H  -1.630  1.048  2.069  0.23
C  -0.114  -1.061  -1.262  -0.02
C  1.234  -1.385  -1.251  0.25
H  -0.783  0.971  -3.877  0.25
C  0.925  -0.533  3.520  -0.06

***

8.
Molecular formula: C10H16NO
Method: DFT, the ωB97M-V functional and the def2-TZVPD basis

The value obtained for the total energy is -520.2258 a.u. Its frontier orbital gap is 9.145 eV. The charge is +1. The energy above the lowest of the compared OMol25 structures with the same formula, charge and spin comes out at 62.1 kcal per mole. The calculation puts the LUMO energy at -3.121 eV. The molar mass comes out at 166.24 g/mol.

Each line ends with the natural charge from an NBO analysis.
Cartesian coordinates (Å):
H  -1.156  0.889  1.917  0.20
H  3.859  0.356  -0.812  0.22
H  -0.182  2.555  0.355  0.23
C  -1.281  2.436  0.321  -0.38
H  -1.874  3.213  -0.077  0.24
C  -1.549  1.031  -0.171  -0.30
C  1.350  0.506  1.126  -0.25
H  0.741  0.542  2.014  0.23
H  -0.137  -1.340  -2.235  0.19
H  -1.855  -1.910  -0.241  0.22
H  -1.276  -0.203  -2.637  0.24
H  -2.960  1.406  1.623  0.25
H  3.336  0.962  2.001  0.28
H  0.499  -3.099  0.742  0.42
H  0.447  0.188  -2.385  0.24
C  -0.381  -0.296  -2.056  -0.63
H  -2.420  0.840  -0.846  0.23
H  -0.170  -3.151  -0.689  0.44
C  0.839  0.248  -0.104  0.14
H  -1.106  -1.568  1.451  0.23
C  -1.020  -1.714  0.372  -0.28
H  0.910  -1.795  -0.307  0.47
C  2.748  0.646  1.020  -0.31
N  0.176  -2.545  0.054  -0.70
C  3.003  0.324  -0.259  0.12
C  -0.537  0.060  -0.554  0.08
C  -1.917  1.419  1.320  -0.39
O  1.914  -0.002  -0.942  -0.42